[1]
The following is a DFT calculation (the ωB97M-V functional and the def2-TZVPD basis) of one molecule with the formula FHO2S in a non-equilibrium geometry.

Results
E_HOMO (alpha / beta)	-9.57 / -9.57	eV
gap between HOMO and LUMO (alpha / beta)	0.2932 / 0.2932	Eh
relative energy (zero: lowest compared OMol25 entry of this formula, charge and spin)	173.28	kcal per mole

Structure (ORCA input):
```
! wB97M-V def2-TZVPD RIJCOSX def2/J DEFGRID3
* xyz 0 1
S -0.6528 -0.4976 0.5634
F 0.7019 0.9109 0.5325
O -0.1544 -1.3516 -0.3892
O 1.4277 0.5430 -0.5608
H -1.3225 0.3953 -0.1459
*
```

[2]
The following is a DFT calculation (the ωB97M-V functional and the def2-TZVPD basis) of one molecule with the formula C22H22BrN3O5S in a non-equilibrium geometry.

Results
E_HOMO	-8.43	eV
gap between HOMO and LUMO	0.3154	Eh

Structure (ORCA input):
```
! wB97M-V def2-TZVPD RIJCOSX def2/J DEFGRID3
* xyz 0 1
Br -2.3997 1.1523 -4.6002
S -2.9039 1.3545 2.4012
O 2.2401 -2.7409 0.1914
O -3.6574 0.9867 3.5579
O -2.0080 2.4673 2.5048
O 7.8168 -1.6966 -0.4764
O -3.9871 -1.1293 1.3354
N -4.0450 1.6700 1.2039
N 1.5616 -0.8568 1.2920
N 4.2458 -0.3512 1.9798
C 2.5185 -1.7140 0.7763
C -2.9265 1.3291 -2.7804
C -4.6992 -2.2764 0.9205
C 5.1294 -2.5115 -0.8499
C 6.1763 0.8046 2.9457
C -0.5959 0.0600 1.7508
C -2.0337 1.8489 -1.8580
C -4.1984 0.9374 -2.3996
C -3.6849 1.5609 -0.1299
C 7.4846 -0.9153 0.3898
C 5.0334 -1.5876 0.3031
C -2.4147 1.9688 -0.5363
C -0.4757 -2.1387 0.8116
C 6.1075 -0.8456 0.8837
C -1.8560 -2.2204 0.8235
C 8.4917 0.0399 0.9908
C -4.5733 1.0497 -1.0748
C 5.5727 -0.1074 1.9389
C 0.1776 -0.9965 1.2711
C -2.6307 -1.1652 1.3000
C 3.8862 -1.2572 1.0011
C -1.9679 -0.0320 1.7634
H 4.1455 -2.8844 -1.1166
H -4.8871 0.5422 -3.1306
H -1.7436 2.3900 0.1935
H -4.4321 -3.1510 1.5193
H -5.5610 0.7413 -0.7664
H 8.1484 1.0664 0.8972
H -4.9357 1.2623 1.4449
H 5.7766 -3.3490 -0.5957
H 0.1079 -2.9618 0.4336
H -4.5279 -2.4876 -0.1394
H 8.6440 -0.1866 2.0427
H -2.3207 -3.1192 0.4525
H 5.5873 -2.0076 -1.6993
H 5.4173 1.1289 3.6556
H 9.4365 -0.0740 0.4650
H 6.9698 0.3059 3.4988
H 3.6431 -0.0225 2.7182
H 1.8725 0.0482 1.6141
H 6.6007 1.6889 2.4734
H -0.1524 0.9728 2.1190
H -5.7502 -2.0415 1.0787
H -1.0495 2.1605 -2.1721
*
```

[3]
The following is a DFT calculation (the ωB97M-V functional and the def2-TZVPD basis) of an isolated ion of composition C3H8NO2 and charge -1 in a non-equilibrium geometry.

Results
E_HOMO	-2.60	eV
gap between HOMO and LUMO	0.2376	Eh
relative energy (zero: lowest compared OMol25 entry of this formula, charge and spin)	67.64	kcal per mole

Structure (ORCA input):
```
! wB97M-V def2-TZVPD RIJCOSX def2/J DEFGRID3
* xyz -1 1
O -0.9607 0.0305 2.4808
O 0.0212 1.7805 -1.2612
N -0.1968 -0.6497 -1.0667
C 0.4468 0.6447 -1.6976
C -0.6010 0.4239 1.1371
C 0.0355 -0.7546 0.3680
H -1.5133 0.6408 0.5993
H 1.5463 0.4203 -1.5524
H 0.3518 -1.3643 -1.5425
H 1.1329 -0.6978 0.5723
H 0.0802 1.2675 1.1556
H -0.2220 -0.4497 2.8434
H -0.3286 -1.7174 0.7402
H 0.2075 0.4253 -2.7763
*
```

[4]
The following is a DFT calculation (the ωB97M-V functional and the def2-TZVPD basis) of C38H29BF5MnN3O5Se as an isolated structure.

Results
E_HOMO (alpha / beta)	-7.32 / -7.29	eV
gap between HOMO and LUMO (alpha / beta)	0.2425 / 0.2414	Eh
relative energy (zero: lowest compared OMol25 entry of this formula, charge and spin)	0.00	kcal per mole

Structure (ORCA input):
```
! wB97M-V def2-TZVPD RIJCOSX def2/J DEFGRID3
* xyz 0 2
Se -0.2642 -1.6416 2.7543
Mn 0.5976 -1.5428 0.5027
F 0.8416 3.3846 0.1641
F 2.9940 4.2282 -1.2516
F 0.9927 -0.7485 -2.0487
F 3.1630 0.0835 -3.4696
F 4.1613 2.5806 -3.0632
O -2.4246 1.0534 0.5900
O -1.7213 2.5155 -1.0499
O -0.1737 0.8268 -0.2180
O -1.0930 -2.5875 -0.1169
O 2.2119 -0.6022 0.6153
N 2.6912 -3.3824 -0.2071
N 3.1776 0.1996 5.4082
N 1.4522 -3.1360 -0.0690
C -3.4627 1.9083 0.2563
C 6.0676 -1.9915 0.0706
C 3.6351 -2.4472 0.0557
C 1.3874 2.5859 -0.7501
C 7.6807 -3.7066 -0.4654
C -5.5083 6.2884 -1.0526
C 1.4664 0.4986 -1.8950
C 6.6270 -4.6083 -0.6701
C -5.5801 2.9368 0.2306
C -1.2986 -6.1543 -1.0107
C -0.7768 -3.9015 -0.4177
C -7.5012 4.8482 -0.7077
C -4.7343 1.9580 0.7604
C 3.3853 -1.1032 0.4386
C 0.8741 0.1034 4.7357
C -6.1054 4.9014 -1.3284
C 4.5017 -0.2176 0.6199
C -3.0417 2.7891 -0.7262
C 0.8594 1.3270 -0.9690
C -5.1744 3.8299 -0.7587
C 5.0090 -2.8946 -0.1303
C 3.4205 -0.7740 4.5311
C -1.7228 -4.8653 -0.7134
C -2.4442 -2.3151 0.2881
C 1.9150 0.6120 5.4973
C 5.3216 -4.2139 -0.5076
C 1.1374 -0.9101 3.8208
C 7.3978 -2.4160 -0.1003
C 2.4969 3.0127 -1.4615
C 3.0936 2.1726 -2.3850
C 0.0518 -6.4684 -1.0095
C 0.9926 -5.4963 -0.7099
C -3.8616 3.7520 -1.2502
C 5.7698 -0.6421 0.4494
C 2.4524 -1.3576 3.7311
C -6.2461 4.6999 -2.8439
C 0.5825 -4.2069 -0.4105
C 2.5805 0.9030 -2.6009
B -1.3909 1.4655 -0.2182
H 6.8435 -5.6290 -0.9588
H -2.4449 -1.3038 0.6805
H -5.2857 4.7837 -3.3538
H -2.0343 -6.9134 -1.2395
H 2.0487 -5.7214 -0.6925
H -7.4727 5.0269 0.3685
H -2.7427 -3.0133 1.0698
H -6.1611 7.0647 -1.4572
H 4.4508 -1.1085 4.4614
H 8.1964 -1.7020 0.0628
H -5.0643 1.2781 1.5334
H -3.4943 4.4227 -2.0148
H 2.7211 -2.1554 3.0504
H -6.5868 2.9913 0.6176
H -8.1233 5.6245 -1.1557
H -6.9129 5.4568 -3.2618
H -6.6620 3.7158 -3.0668
H -0.1275 0.4974 4.8465
H -4.5266 6.4042 -1.5133
H -7.9878 3.8880 -0.8882
H -3.1082 -2.3916 -0.5729
H 1.7227 1.4038 6.2143
H 6.5958 0.0425 0.6049
H 4.2705 0.7958 0.9223
H 8.7055 -4.0280 -0.5950
H -5.3989 6.4568 0.0201
H -2.7763 -4.6281 -0.7144
H 0.3745 -7.4758 -1.2344
H 4.5171 -4.9162 -0.6669
*
```

[5]
The following is a DFT calculation (the ωB97M-V functional and the def2-TZVPD basis) of one molecule with the formula C21H27N3O5S in a non-equilibrium geometry.

Results
E_HOMO	-8.42	eV
gap between HOMO and LUMO	0.3293	Eh
relative energy (zero: lowest compared OMol25 entry of this formula, charge and spin)	19.31	kcal per mole

Structure (ORCA input):
```
! wB97M-V def2-TZVPD RIJCOSX def2/J DEFGRID3
* xyz 0 1
S -0.7431 -1.0970 -0.7988
O -1.7121 -0.6551 0.1596
O 0.2736 1.6218 0.5240
O -0.8286 -2.3650 3.0114
O -0.4860 -0.2630 -1.9310
O 5.1505 -1.4411 -3.3535
N -0.0057 -0.3400 2.3337
N -1.7327 2.6210 0.2550
N 0.7007 -1.4099 -0.0253
C 4.0605 -1.3611 -2.5416
C 1.8414 -1.4285 -0.8591
C 0.6383 -2.2957 1.1130
C -2.3694 2.3986 4.4096
C -4.1267 2.9265 -1.6874
C 5.6521 -0.2556 -3.9231
C -1.9532 2.6698 3.1190
C -1.2883 -2.7121 -1.4287
C -1.1924 1.7478 2.4079
C 3.3884 -0.1862 -2.2171
C -1.6578 2.7263 -1.1840
C -0.8067 1.9783 0.9860
C -2.0479 1.1854 4.9976
C -1.2765 0.2631 4.3167
C 3.6134 -2.5698 -2.0061
C -0.1770 -1.6770 2.2590
C -2.5651 1.8632 -3.3426
C -0.8234 0.5459 3.0327
C -2.8691 2.0772 -1.8627
C 2.5094 -2.6061 -1.1806
C 2.2922 -0.2224 -1.3747
H 5.9851 0.4496 -3.1551
H -2.0827 -2.5175 -2.1369
H 3.7134 0.7651 -2.6061
H -2.9512 3.1285 4.9524
H -3.0191 1.0994 -1.3930
H -3.4206 1.4201 -3.8473
H -1.5838 3.7826 -1.4696
H -1.0181 -0.6817 4.7655
H 0.4453 0.1006 1.5262
H 0.1999 -3.2746 0.8819
H -0.7485 2.2047 -1.4896
H -3.9875 3.9061 -2.1416
H -4.3747 3.0662 -0.6370
H 1.6577 -2.4549 1.4789
H -2.3333 2.8107 -3.8252
H -2.6386 2.7738 0.6696
H -1.7139 1.1957 -3.4446
H 4.1468 -3.4723 -2.2593
H -2.2035 3.6194 2.6671
H -1.6575 -3.3026 -0.6013
H 2.1757 -3.5520 -0.7794
H -2.3896 0.9630 5.9973
H 6.5058 -0.5588 -4.5274
H -0.4480 -3.1811 -1.9243
H 4.9085 0.2283 -4.5640
H 1.7714 0.6807 -1.1034
H -4.9758 2.4459 -2.1679
*
```

[6]
The following is a DFT calculation (the ωB97M-V functional and the def2-TZVPD basis) of a 2-piece molecular cluster, C2H5NO overall in a non-equilibrium geometry.

Results
E_HOMO	-9.01	eV
gap between HOMO and LUMO	0.3237	Eh
relative energy (zero: lowest compared OMol25 entry of this formula, charge and spin)	110.98	kcal per mole

Structure (ORCA input):
```
! wB97M-V def2-TZVPD RIJCOSX def2/J DEFGRID3
* xyz 0 1
O 1.3800 3.1463 0.2100
N 0.7088 2.3599 0.8153
C 0.0584 -0.7266 -0.2320
C -1.0062 -1.5105 -0.3358
H -1.3108 -2.1762 0.4789
H -1.6714 -1.4584 -1.2004
H 0.3477 -0.1285 -1.0838
H 0.7354 -0.7846 0.6165
H 0.7580 1.2786 0.7314
*
```

Please write out number 3 again, unchanged.
The following is a DFT calculation (the ωB97M-V functional and the def2-TZVPD basis) of an isolated ion of composition C3H8NO2 and charge -1 in a non-equilibrium geometry.

Results
E_HOMO	-2.60	eV
gap between HOMO and LUMO	0.2376	Eh
relative energy (zero: lowest compared OMol25 entry of this formula, charge and spin)	67.64	kcal per mole

Structure (ORCA input):
```
! wB97M-V def2-TZVPD RIJCOSX def2/J DEFGRID3
* xyz -1 1
O -0.9607 0.0305 2.4808
O 0.0212 1.7805 -1.2612
N -0.1968 -0.6497 -1.0667
C 0.4468 0.6447 -1.6976
C -0.6010 0.4239 1.1371
C 0.0355 -0.7546 0.3680
H -1.5133 0.6408 0.5993
H 1.5463 0.4203 -1.5524
H 0.3518 -1.3643 -1.5425
H 1.1329 -0.6978 0.5723
H 0.0802 1.2675 1.1556
H -0.2220 -0.4497 2.8434
H -0.3286 -1.7174 0.7402
H 0.2075 0.4253 -2.7763
*
```